[1]
Density functional theory data (the ωB97M-V functional and the def2-TZVPD basis) for a single C25H26FN5O4 molecule in a non-equilibrium geometry.

Geometry (Å):
C -3.932 -2.549 1.843
O -4.569 -2.686 0.594
C -3.721 -2.976 -0.490
C -2.915 -1.772 -1.004
N -1.670 -1.583 -0.294
C -0.486 -1.484 -0.923
O -0.333 -1.606 -2.119
C 0.646 -1.101 0.054
C 2.012 -1.446 -0.426
C 2.547 -1.644 -1.663
C 3.918 -1.929 -1.457
C 4.128 -1.881 -0.111
C 5.356 -2.070 0.704
O 2.972 -1.593 0.523
N 0.488 0.348 0.287
C 1.163 1.217 -0.655
C 2.625 1.396 -0.321
C 3.060 1.427 0.998
C 4.401 1.578 1.298
C 5.303 1.703 0.259
F 6.617 1.835 0.544
C 4.899 1.686 -1.063
C 3.555 1.531 -1.344
C -0.297 0.724 1.305
O -0.871 -0.082 2.026
C -0.561 2.224 1.487
N -1.507 2.620 0.484
N -1.165 3.401 -0.554
N -2.127 3.508 -1.370
C -3.179 2.770 -0.915
C -4.450 2.528 -1.437
C -5.270 1.688 -0.722
C -4.866 1.103 0.489
C -3.624 1.338 1.032
C -2.782 2.173 0.307
H -3.382 -1.606 1.928
H -4.723 -2.563 2.590
H -3.244 -3.382 2.031
H -3.032 -3.795 -0.236
H -4.393 -3.311 -1.283
H -2.651 -1.927 -2.053
H -3.537 -0.873 -0.920
H -1.711 -1.380 0.697
H 0.483 -1.589 1.023
H 2.021 -1.613 -2.594
H 4.648 -2.142 -2.211
H 6.099 -2.615 0.131
H 5.122 -2.619 1.613
H 5.776 -1.105 0.990
H 1.069 0.759 -1.644
H 0.670 2.193 -0.705
H 2.353 1.307 1.806
H 4.749 1.592 2.319
H 5.630 1.783 -1.850
H 3.224 1.505 -2.371
H 0.334 2.838 1.382
H -0.995 2.364 2.482
H -4.758 2.982 -2.364
H -6.258 1.464 -1.095
H -5.551 0.445 1.002
H -3.308 0.893 1.963

SMILES	COCCNC(=O)[C@@H](c1ccc(C)o1)N(Cc1ccc(F)cc1)C(=O)Cn1nnc2ccccc21
HOMO	-8.39	eV
frontier orbital gap	0.3223	Eh
energy above the lowest of the compared OMol25 structures with the same formula, charge and spin	2.036	eV

Atom charges from the Löwdin analysis, given in e for atoms 1 to 2: -0.103, -0.189



[2]
Density functional theory data (the ωB97M-V functional and the def2-TZVPD basis) for a molecular structure, C73H68BrN8O5RuS4.

Geometry (Å):
Ru -0.192 0.103 -0.212
C 5.139 -1.324 -6.420
C 4.096 -2.431 -6.203
C 4.665 -3.399 -5.161
C 3.864 -3.096 -7.570
C 2.786 -1.730 -5.770
O 2.498 -0.648 -6.252
N 1.952 -2.246 -4.804
C 1.630 -3.527 -4.347
C 1.814 -4.640 -5.167
C 1.481 -5.918 -4.756
C 0.898 -6.109 -3.517
C 0.639 -5.007 -2.723
C 0.989 -3.708 -3.093
C 0.577 -2.607 -2.173
C 0.998 -2.648 -0.840
C 1.777 -3.699 -0.275
C 1.914 -3.437 1.056
C 1.287 -2.187 1.307
N 0.703 -1.719 0.147
C 1.335 -1.498 2.520
C 0.847 -0.201 2.678
C 1.177 0.642 3.770
C 0.550 1.840 3.564
C -0.227 1.715 2.374
C -1.202 2.614 1.921
C -2.035 2.324 0.816
N -1.813 1.367 -0.160
C -2.909 1.392 -1.004
C -3.058 0.655 -2.196
C -2.105 -0.291 -2.627
C -2.105 -0.931 -3.886
C -1.051 -1.817 -3.898
C -0.398 -1.709 -2.651
N -1.028 -0.732 -1.889
C -4.214 0.949 -3.074
C -4.418 2.250 -3.540
C -5.513 2.595 -4.310
C -6.452 1.626 -4.633
C -6.269 0.321 -4.207
C -5.153 -0.032 -3.449
N -4.977 -1.344 -2.955
C -5.484 -2.510 -3.438
O -6.239 -2.595 -4.395
C -5.085 -3.756 -2.619
C -5.623 -4.987 -3.351
C -5.756 -3.647 -1.242
C -3.568 -3.883 -2.462
C -3.851 2.326 -0.502
C -3.297 2.919 0.607
C -1.483 3.820 2.736
C -1.723 3.704 4.109
C -1.885 4.807 4.927
C -1.797 6.081 4.385
C -1.614 6.231 3.022
C -1.490 5.120 2.190
N -1.298 5.294 0.807
C -1.844 6.290 0.049
O -2.593 7.145 0.493
C -1.389 6.290 -1.418
C 0.106 6.627 -1.438
C -2.167 7.376 -2.160
C -1.655 4.934 -2.076
N 0.036 0.493 1.790
C 1.879 -2.166 3.730
C 1.011 -2.325 4.812
C 1.395 -2.979 5.968
C 2.680 -3.491 6.065
C 3.576 -3.318 5.024
C 3.197 -2.650 3.859
N 4.143 -2.389 2.845
C 5.230 -3.159 2.544
O 5.484 -4.203 3.125
C 6.139 -2.613 1.425
C 5.361 -2.505 0.107
C 7.298 -3.597 1.249
C 6.694 -1.249 1.852
H 5.976 -1.712 -7.005
H 5.517 -0.962 -5.468
H 4.695 -0.483 -6.949
H 5.723 -3.565 -5.375
H 4.170 -4.367 -5.152
H 4.585 -2.967 -4.161
H 4.768 -3.621 -7.884
H 3.626 -2.330 -8.310
H 3.042 -3.810 -7.564
H 1.363 -1.521 -4.414
H 2.202 -4.505 -6.162
H 1.658 -6.756 -5.419
H 0.627 -7.103 -3.183
H 0.117 -5.138 -1.784
H 2.189 -4.534 -0.814
H 2.413 -4.046 1.791
H 1.844 0.376 4.573
H 0.623 2.724 4.172
H -2.807 -0.754 -4.685
H -0.796 -2.512 -4.681
H -3.672 2.995 -3.301
H -5.630 3.612 -4.664
H -7.328 1.875 -5.218
H -6.993 -0.436 -4.457
H -4.246 -1.411 -2.261
H -6.702 -4.910 -3.480
H -5.392 -5.892 -2.786
H -5.176 -5.062 -4.342
H -6.829 -3.477 -1.353
H -5.337 -2.825 -0.660
H -5.608 -4.575 -0.685
H -3.074 -3.880 -3.433
H -3.331 -4.825 -1.962
H -3.135 -3.078 -1.866
H -4.832 2.501 -0.909
H -3.740 3.667 1.246
H -1.799 2.711 4.532
H -2.068 4.674 5.986
H -1.880 6.957 5.016
H -1.565 7.217 2.589
H -0.894 4.497 0.334
H 0.288 7.587 -0.947
H 0.462 6.695 -2.468
H 0.690 5.866 -0.924
H -2.049 8.336 -1.658
H -3.231 7.138 -2.177
H -1.804 7.461 -3.186
H -2.710 4.674 -1.977
H -1.403 4.985 -3.138
H -1.065 4.125 -1.640
H 0.009 -1.926 4.722
H 0.695 -3.097 6.787
H 2.993 -4.023 6.955
H 4.582 -3.695 5.111
H 3.913 -1.613 2.230
H 4.988 -3.483 -0.200
H 6.016 -2.121 -0.679
H 4.507 -1.830 0.180
H 6.918 -4.583 0.982
H 7.854 -3.697 2.182
H 7.972 -3.247 0.465
H 5.914 -0.490 1.897
H 7.444 -0.915 1.132
H 7.165 -1.317 2.836
O 7.168 3.013 -2.065
C 6.201 2.411 -1.666
S 5.092 1.517 -2.705
C 4.042 0.844 -1.448
C 4.367 1.214 -0.135
S 3.590 0.702 1.254
S 5.734 2.328 0.033
S 2.783 -0.159 -1.926
Br 3.141 5.185 -3.047
C 2.091 3.831 -2.210
C 2.192 3.647 -0.843
C 1.436 2.651 -0.237
C 0.618 1.813 -0.990
C 0.511 2.052 -2.362
C 1.243 3.055 -2.979
H 2.873 4.246 -0.253
H 1.527 2.531 0.833
H -0.135 1.442 -2.983
H 1.177 3.202 -4.049

charge	-2
HOMO (alpha / beta)	-0.86 / -2.71	eV
2S+1	6
frontier orbital gap (alpha / beta)	0.1664 / 0.1865	Eh

Atom charges from the Löwdin analysis, given in e for atoms 1 to 2: 1.477, -0.052



[3]
Density functional theory data (the ωB97M-V functional and the def2-TZVPD basis) for 2 unconnected molecules or ions with the total composition C2H7OS in a non-equilibrium geometry.

Geometry (Å):
O -0.581 2.526 -2.005
H -0.855 1.616 -2.105
C -1.079 0.250 0.829
S -0.447 -0.961 -0.285
C 1.108 -1.686 0.559
H -1.757 -0.149 1.562
H -0.687 1.250 0.756
H 0.134 2.473 -1.355
H 1.614 -0.870 1.067
H 1.674 -2.001 -0.323
H 0.877 -2.448 1.301

charge	-1
HOMO	-1.42	eV
frontier orbital gap	0.2009	Eh
energy above the lowest of the compared OMol25 structures with the same formula, charge and spin	2.370	eV

Atom charges from the Löwdin analysis, given in e for atoms 1 to 2: -0.096, -0.001



[4]
Density functional theory data (the ωB97M-V functional and the def2-TZVPD basis) for a molecular structure, C3H6NdO3 in a non-equilibrium geometry.

Geometry (Å):
O 0.431 -2.300 1.144
Nd 0.262 -2.154 -1.043
C 0.830 1.343 -1.351
O 0.215 0.238 -0.682
C -0.489 0.561 0.516
C -1.184 -0.709 0.934
O -1.988 -1.048 1.746
H 1.216 0.963 -2.302
H 0.077 2.123 -1.521
H 1.656 1.728 -0.741
H -1.235 1.345 0.316
H 0.220 0.868 1.302
H -0.011 -2.960 1.683

charge	+2
HOMO (alpha / beta)	-16.98 / -19.82	eV
2S+1	5
frontier orbital gap (alpha / beta)	0.2262 / 0.3532	Eh
energy above the lowest of the compared OMol25 structures with the same formula, charge and spin	1.189	eV

Atom charges from the Löwdin analysis, given in e for atoms 1 to 2: -0.393, 1.989



Here are the calculated energy numbers, same order: -1642.861571 -7898.745264 -553.776845 -904.314870 (hartree).